Formula: C7H10
Source: the Open Molecules 2025 dataset
Level of theory: ωB97M-V with the def2-TZVPD basis set

The energy is -7418.5199 eV. As for the SMILES: C=CC(=C)/C=C/C. As for the energy above the lowest of the compared OMol25 structures with the same formula, charge and spin: 58.0 kcal/mol.

Last columns: bonded neighbours and bond lengths (Å).
Geometry (Å):
1 C 0.659 -1.784 0.274  C2 1.329, C4 1.492, H8 1.084
2 C 0.517 -2.689 1.238  C1 1.329, H9 1.077, H10 1.081
3 C -1.557 -0.742 0.317  C4 1.334, H11 1.086, H12 1.086
4 C -0.234 -0.590 0.239  C1 1.492, C3 1.334, C5 1.510
5 C 0.465 0.628 -0.316  C4 1.510, C6 1.327, H13 1.076
6 C -0.161 1.795 -0.408  C5 1.327, C7 1.497, H14 1.089
7 C 0.173 3.038 -1.173  C6 1.497, H15 1.091, H16 1.087, H17 1.088
8 H 1.510 -1.793 -0.398  C1 1.084
9 H 1.236 -3.488 1.309  C2 1.077
10 H -0.291 -2.537 1.939  C2 1.081
11 H -2.125 -1.666 0.351  C3 1.086
12 H -2.208 0.115 0.464  C3 1.086
13 H 1.520 0.470 -0.463  C5 1.076
14 H -0.999 2.015 0.253  C6 1.089
15 H 1.248 3.222 -1.148  C7 1.091
16 H -0.378 3.917 -0.849  C7 1.087
17 H -0.174 2.877 -2.192  C7 1.088

Mulliken population analysis, charges in e, atoms 1 to 5: atom 1 (C): -0.3475, atom 2 (C): -0.7577, atom 3 (C): -0.8407, atom 4 (C): 0.7908, atom 5 (C): -0.4278